Here is 4 unconnected molecules or ions with the total composition C31H59N2O10P2S3 in a non-equilibrium geometry from the Open Molecules 2025 dataset. Energies are from ωB97M-V with the def2-TZVPD basis set.

Each line ends with the Löwdin charge.
Positions of all 107 atoms, in Å:
C -4.3662 4.8660 2.9031  -0.15
C -5.9237 4.8947 2.4532  -0.25
C -6.1411 3.6215 1.4444  -0.25
C -6.9643 2.4127 2.1089  -0.26
P -7.9795 1.3686 0.8390  0.41
C -9.1120 2.8283 0.2836  -0.34
C -10.5936 2.5854 0.9104  -0.36
N -10.8637 2.9254 2.1730  0.00
P -9.4937 0.1472 -0.2805  0.83
N -8.8902 -0.2053 -1.9497  -0.24
O -9.7694 -1.3657 0.5568  -0.40
O -7.3797 -0.2047 1.3864  -0.40
C -6.6106 -0.8186 0.3112  -0.24
C -5.9529 0.3430 -0.6577  -0.27
C -4.4426 0.3583 -0.1225  -0.14
O -3.7527 1.6331 -0.2495  -0.11
C -2.3446 1.4957 -0.3037  -0.16
C -1.6452 2.1486 -1.5511  0.04
C -0.1221 2.1594 -1.7877  -0.24
C 0.6015 2.8638 -3.0351  -0.11
C 0.7763 1.4735 -0.7328  -0.05
C 0.1101 0.8139 0.5171  -0.01
C -1.4383 0.8180 0.7503  -0.08
C -2.0546 0.1615 2.0668  -0.35
C -2.8210 1.2599 2.9693  -0.07
C -0.9544 -0.5825 3.0012  -0.11
O -6.8161 1.4722 -0.4306  -0.31
H -3.6710 4.6658 2.0006  0.07
H -4.0028 5.8408 3.3707  0.06
H -4.2407 3.9481 3.5851  0.07
H -6.0414 5.8523 1.8181  0.09
H -6.6520 4.8884 3.3292  0.09
H -5.0931 3.3163 1.1175  0.08
H -6.6466 4.0732 0.5100  0.09
H -6.1774 1.7188 2.5989  0.07
H -7.6696 2.8678 2.8846  0.07
H -8.8980 1.1923 1.9645  0.01
H -9.2889 2.8192 -0.8618  0.07
H -8.7941 3.8506 0.6760  0.07
H -11.4681 2.1648 0.3203  0.06
H -9.9945 3.2982 2.6113  0.01
H -9.6705 0.1351 -2.5466  0.00
H -8.9566 -1.2424 -2.0445  0.01
H -10.5191 -1.2585 1.1814  0.03
H -7.1585 -1.5197 -0.4070  0.09
H -5.8373 -1.5403 0.7852  0.12
H -6.0635 0.0912 -1.7751  0.14
H -3.8542 -0.4406 -0.6939  0.15
H -4.5008 0.1307 1.0103  0.10
H -2.2926 2.6818 -2.3409  0.11
H 1.7391 2.7923 -2.8402  0.07
H 0.3670 2.3841 -4.0409  0.07
H 0.3728 3.9952 -3.0036  0.08
H 1.9237 1.4421 -0.8243  0.09
H 0.8506 0.3347 1.2562  0.07
H -2.7506 -0.6896 1.7064  0.13
H -3.9557 1.2197 2.8196  0.06
H -2.5899 1.0164 4.0745  0.08
H -2.4137 2.2865 2.6664  0.09
H -0.1476 0.1159 3.3968  0.09
H -1.5718 -1.0634 3.8535  0.08
H -0.5182 -1.4816 2.4199  0.06
C 1.6670 -5.2231 0.7240  -0.22
C 0.6071 -4.9848 -0.3540  -0.22
C 0.3962 -3.4735 -0.4631  -0.22
S 1.9415 -2.7172 0.0298  0.67
O 1.7229 -1.9796 1.2537  -0.33
O 2.5715 -2.1209 -1.1291  -0.33
C 2.7880 -4.2345 0.4284  -0.26
H 2.0290 -6.2534 0.7161  0.12
H 1.2402 -5.0215 1.7121  0.12
H 0.9665 -5.3769 -1.3111  0.12
H -0.3292 -5.4973 -0.1211  0.11
H 0.1558 -3.1729 -1.4834  0.11
H -0.3821 -3.1274 0.2195  0.10
H 3.4532 -4.0773 1.2707  0.08
H 3.3589 -4.5385 -0.4501  0.11
C 7.9359 -1.0167 0.5314  -0.23
C 6.6414 -0.4307 -0.0348  -0.21
C 5.9293 -1.5466 -0.8015  -0.21
S 6.4309 -3.0809 -0.0312  0.70
O 7.2071 -3.8435 -0.9840  -0.32
O 5.3029 -3.6510 0.6769  -0.35
C 7.5473 -2.3519 1.1538  -0.23
H 8.3958 -0.3509 1.2654  0.12
H 8.6561 -1.1753 -0.2818  0.06
H 6.0063 -0.0859 0.7882  0.12
H 6.8358 0.4287 -0.6806  0.12
H 4.8444 -1.4493 -0.7403  0.08
H 6.2414 -1.5761 -1.8468  0.11
H 8.3977 -3.0132 1.3193  0.11
H 6.9963 -2.2068 2.0863  0.11
C 12.4435 -0.2307 -4.0665  -0.22
C 12.0459 -1.7083 -4.0527  -0.22
C 11.6507 -2.0637 -2.6180  -0.22
S 11.0503 -0.5508 -1.8753  0.69
O 11.9537 -0.1678 -0.8155  -0.31
O 9.6214 -0.6545 -1.6708  -0.33
C 11.3565 0.4970 -3.2866  -0.23
H 12.5338 0.1554 -5.0838  0.12
H 13.4106 -0.1038 -3.5691  0.12
H 11.1908 -1.8614 -4.7190  0.12
H 12.8565 -2.3483 -4.4080  0.12
H 10.8621 -2.8168 -2.5922  0.11
H 12.5104 -2.4057 -2.0393  0.11
H 11.6574 1.4901 -2.9541  0.11
H 10.4314 0.5576 -3.8641  0.11

Calculated values
Spin multiplicity: 1
Charge: -1
Highest occupied orbital energy in eV: -3.153
Lowest unoccupied orbital energy in eV: 1.30


Here is a single C5H6O molecule in a non-equilibrium geometry from the Open Molecules 2025 dataset. Energies are from ωB97M-V with the def2-TZVPD basis set.

Each line ends with the Löwdin charge.
Positions of all 12 atoms, in Å:
C 2.5333 -0.2302 -0.3334  0.12
C 1.4006 -0.2428 0.0761  -0.11
C 0.0129 -0.2675 0.5761  -0.31
C -0.9949 -1.0346 -0.2946  0.06
O -1.5686 0.5186 -0.8251  -0.17
C -0.7827 1.0122 0.2673  -0.20
H 3.5363 -0.2267 -0.7091  0.03
H 0.0211 -0.5543 1.6322  0.14
H -0.5158 -1.5721 -1.1269  0.10
H -2.0750 -0.5783 -0.2717  0.12
H -1.3836 1.3431 1.1240  0.12
H -0.1837 1.8326 -0.1148  0.12

Calculated values
Spin multiplicity: 1
Highest occupied orbital energy in eV: -9.228
SMILES: C#CC1COC1
Lowest unoccupied orbital energy in eV: 0.97


Here is a single C25H31N3O4 molecule from the Open Molecules 2025 dataset. Energies are from ωB97M-V with the def2-TZVPD basis set.

Each line ends with the Löwdin charge.
Positions of all 63 atoms, in Å:
C 2.0184 3.9986 -2.8810  -0.10
H 2.7878 3.4392 -3.4086  0.07
C 1.8592 3.4813 -1.4579  -0.23
C 3.1543 3.6463 -0.6599  -0.21
O 3.0574 3.1024 0.6422  -0.04
C 3.0159 1.7519 0.7961  -0.28
C 3.3378 0.8134 -0.1794  -0.02
C 3.2399 -0.5354 0.1013  -0.03
C 2.8233 -0.9850 1.3456  -0.23
C 2.5281 -0.0457 2.3262  -0.04
C 2.6303 1.3038 2.0615  -0.02
H 2.4024 2.0389 2.8182  0.12
H 2.2086 -0.3738 3.3056  0.11
C 2.5867 -2.4474 1.5881  -0.12
N 1.2969 -2.8139 1.0246  0.09
C 1.1006 -3.9443 0.3217  -0.48
O 1.9647 -4.7817 0.1581  0.07
C -0.3007 -4.1317 -0.2710  -0.21
C -1.4383 -3.4653 0.5168  -0.11
C -1.9489 -2.1755 -0.1506  -0.14
N -0.8823 -1.4197 -0.7641  -0.04
C -0.5474 -0.1241 -0.5280  -0.47
O 0.4931 0.3540 -0.9463  0.08
N -1.3915 0.6215 0.2877  0.02
C -2.7821 0.7343 0.1678  -0.17
C -3.4778 0.3257 -0.9664  -0.03
C -4.8481 0.4805 -1.0477  -0.09
C -5.5416 1.0745 -0.0062  -0.09
C -4.8598 1.5244 1.1079  0.00
C -3.4828 1.3665 1.2059  -0.20
O -2.8770 1.8655 2.3244  -0.02
C -1.4860 1.6501 2.4357  -0.14
C -0.8070 1.6938 1.0707  -0.09
H 0.2674 1.5308 1.1556  0.11
H -0.9873 2.6669 0.5980  0.14
H -1.1098 2.4369 3.0931  0.13
H -1.3004 0.6733 2.9044  0.13
H -5.3729 2.0092 1.9230  0.12
H -6.6112 1.2008 -0.0667  0.10
H -5.3708 0.1515 -1.9325  0.10
H -2.9274 -0.1007 -1.7908  0.12
C -0.0747 -2.1157 -1.7611  -0.13
C -0.2990 -3.6205 -1.7160  -0.12
H 0.4961 -4.1121 -2.2774  0.13
H -1.2505 -3.8785 -2.1854  0.12
H -0.3182 -1.7269 -2.7583  0.13
H 0.9746 -1.8753 -1.5667  0.12
H -2.6950 -2.4307 -0.9131  0.13
H -2.4455 -1.5619 0.5995  0.12
H -1.1150 -3.2597 1.5385  0.11
H -2.2839 -4.1516 0.5859  0.12
H -0.4526 -5.2150 -0.2952  0.15
H 0.5975 -2.0887 1.0211  0.12
H 2.5892 -2.6665 2.6627  0.13
H 3.3389 -3.0746 1.1023  0.13
H 3.4809 -1.2541 -0.6684  0.12
H 3.6457 1.1168 -1.1660  0.11
H 3.3652 4.7073 -0.4962  0.13
H 4.0022 3.2117 -1.2035  0.12
H 1.0671 4.0345 -0.9486  0.11
H 1.5715 2.4280 -1.4709  0.08
H 2.2994 5.0501 -2.8801  0.07
H 1.0845 3.8915 -3.4264  0.07

Calculated values
Spin multiplicity: 1
Highest occupied orbital energy in eV: -8.209
SMILES: CCCOc1ccc(CNC(=O)C2CCN(C(=O)N3CCOc4ccccc43)CC2)cc1
Lowest unoccupied orbital energy in eV: 0.58


What did the third record say?
Here is a single C25H31N3O4 molecule from the Open Molecules 2025 dataset. Energies are from ωB97M-V with the def2-TZVPD basis set.

Each line ends with the Löwdin charge.
Positions of all 63 atoms, in Å:
C 2.0184 3.9986 -2.8810  -0.10
H 2.7878 3.4392 -3.4086  0.07
C 1.8592 3.4813 -1.4579  -0.23
C 3.1543 3.6463 -0.6599  -0.21
O 3.0574 3.1024 0.6422  -0.04
C 3.0159 1.7519 0.7961  -0.28
C 3.3378 0.8134 -0.1794  -0.02
C 3.2399 -0.5354 0.1013  -0.03
C 2.8233 -0.9850 1.3456  -0.23
C 2.5281 -0.0457 2.3262  -0.04
C 2.6303 1.3038 2.0615  -0.02
H 2.4024 2.0389 2.8182  0.12
H 2.2086 -0.3738 3.3056  0.11
C 2.5867 -2.4474 1.5881  -0.12
N 1.2969 -2.8139 1.0246  0.09
C 1.1006 -3.9443 0.3217  -0.48
O 1.9647 -4.7817 0.1581  0.07
C -0.3007 -4.1317 -0.2710  -0.21
C -1.4383 -3.4653 0.5168  -0.11
C -1.9489 -2.1755 -0.1506  -0.14
N -0.8823 -1.4197 -0.7641  -0.04
C -0.5474 -0.1241 -0.5280  -0.47
O 0.4931 0.3540 -0.9463  0.08
N -1.3915 0.6215 0.2877  0.02
C -2.7821 0.7343 0.1678  -0.17
C -3.4778 0.3257 -0.9664  -0.03
C -4.8481 0.4805 -1.0477  -0.09
C -5.5416 1.0745 -0.0062  -0.09
C -4.8598 1.5244 1.1079  0.00
C -3.4828 1.3665 1.2059  -0.20
O -2.8770 1.8655 2.3244  -0.02
C -1.4860 1.6501 2.4357  -0.14
C -0.8070 1.6938 1.0707  -0.09
H 0.2674 1.5308 1.1556  0.11
H -0.9873 2.6669 0.5980  0.14
H -1.1098 2.4369 3.0931  0.13
H -1.3004 0.6733 2.9044  0.13
H -5.3729 2.0092 1.9230  0.12
H -6.6112 1.2008 -0.0667  0.10
H -5.3708 0.1515 -1.9325  0.10
H -2.9274 -0.1007 -1.7908  0.12
C -0.0747 -2.1157 -1.7611  -0.13
C -0.2990 -3.6205 -1.7160  -0.12
H 0.4961 -4.1121 -2.2774  0.13
H -1.2505 -3.8785 -2.1854  0.12
H -0.3182 -1.7269 -2.7583  0.13
H 0.9746 -1.8753 -1.5667  0.12
H -2.6950 -2.4307 -0.9131  0.13
H -2.4455 -1.5619 0.5995  0.12
H -1.1150 -3.2597 1.5385  0.11
H -2.2839 -4.1516 0.5859  0.12
H -0.4526 -5.2150 -0.2952  0.15
H 0.5975 -2.0887 1.0211  0.12
H 2.5892 -2.6665 2.6627  0.13
H 3.3389 -3.0746 1.1023  0.13
H 3.4809 -1.2541 -0.6684  0.12
H 3.6457 1.1168 -1.1660  0.11
H 3.3652 4.7073 -0.4962  0.13
H 4.0022 3.2117 -1.2035  0.12
H 1.0671 4.0345 -0.9486  0.11
H 1.5715 2.4280 -1.4709  0.08
H 2.2994 5.0501 -2.8801  0.07
H 1.0845 3.8915 -3.4264  0.07

Calculated values
Spin multiplicity: 1
Highest occupied orbital energy in eV: -8.209
SMILES: CCCOc1ccc(CNC(=O)C2CCN(C(=O)N3CCOc4ccccc43)CC2)cc1
Lowest unoccupied orbital energy in eV: 0.58


What is the formula in the third record? C25H31N3O4